Record 1
C23H28N3ORuS as an isolated structure. Source: the OMol25 dataset; level of theory: ωB97M-V/def2-TZVPD.

The geometry in XYZ format:
```
57
Properties=species:S:1:pos:R:3:lowdin_spin:R:1
Ru -2.146 3.437 0.427 0.81
C -1.841 -3.585 -0.425 0.00
C -3.085 -2.807 0.002 0.00
C -3.540 -3.303 1.383 0.00
C -4.200 -3.044 -1.030 0.00
C -2.821 -1.312 0.090 0.00
C -3.839 -0.423 0.444 0.00
C -3.579 0.922 0.546 0.01
N -2.368 1.454 0.295 0.01
C -1.375 0.621 -0.070 0.00
C -1.572 -0.746 -0.156 0.00
C -0.040 1.240 -0.384 0.00
C 0.908 0.592 -1.070 0.01
C 2.280 0.897 -1.554 0.01
C 2.853 2.119 -1.551 0.00
C 2.426 3.378 -0.951 0.02
N 1.425 3.740 -0.237 0.02
C 3.092 -0.284 -2.131 0.00
C 2.285 -1.576 -2.297 0.00
C 3.662 0.102 -3.504 0.00
C 4.245 -0.565 -1.151 0.00
H -2.091 -4.644 -0.490 0.00
H -1.028 -3.492 0.300 0.00
H -1.480 -3.279 -1.409 0.00
H -3.711 -4.379 1.341 0.00
H -4.473 -2.835 1.699 0.00
H -2.783 -3.113 2.146 0.00
H -4.448 -4.105 -1.054 0.00
H -3.885 -2.747 -2.032 0.00
H -5.113 -2.502 -0.782 0.00
H -4.840 -0.771 0.657 0.00
H -4.355 1.616 0.843 0.01
H -0.747 -1.394 -0.408 0.00
H 0.582 -0.381 -1.407 0.00
H 3.828 2.210 -2.012 0.00
H 3.130 4.195 -1.107 0.00
H 1.456 -1.468 -3.001 0.00
H 1.906 -1.964 -1.348 0.00
H 2.944 -2.342 -2.702 0.00
H 2.878 0.423 -4.191 0.00
H 4.154 -0.768 -3.940 0.00
H 4.412 0.890 -3.442 0.00
H 3.877 -0.875 -0.171 0.00
H 4.883 0.310 -1.022 0.00
H 4.860 -1.375 -1.543 0.00
O -1.752 3.489 2.407 0.03
N -0.556 3.070 2.803 0.00
C -0.341 3.006 4.129 0.00
C 0.873 2.572 4.617 0.00
C 1.879 2.187 3.742 0.00
C 1.643 2.269 2.380 0.00
C 0.419 2.724 1.933 0.00
S 0.050 2.935 0.199 0.07
H -1.185 3.311 4.730 0.00
H 1.010 2.534 5.688 0.00
H 2.831 1.836 4.116 0.00
H 2.401 1.994 1.658 0.00
```

**<S²>**: 0.76
**Charge**: +2
**Relative energy (zero: lowest compared OMol25 entry of this formula, charge and spin)**: 2.3 kcal/mol
**Frontier orbital gap (spin up / spin down)**: 6.0585 / 6.7470 eV
**Spin multiplicity**: 2

***

Record 2
A 23-piece molecular cluster, C31H108N16O31 overall at a distorted geometry. Source: the OMol25 dataset; level of theory: ωB97M-V/def2-TZVPD.

The geometry in XYZ format:
```
186
Properties=species:S:1:pos:R:3:lowdin_charge:R:1
C 12.436 14.386 14.995 -0.22
C 13.803 14.947 15.429 -0.24
O 14.601 15.231 14.321 -0.10
O 11.851 13.621 16.043 -0.05
H 12.547 13.712 14.189 0.11
H 11.903 15.272 14.647 0.08
H 14.289 14.083 16.053 0.15
H 13.621 15.872 16.076 0.13
H 14.900 14.395 13.904 0.08
H 11.384 14.187 16.648 0.05
C 14.366 9.319 13.483 -0.18
C 15.896 9.391 13.631 -0.25
O 16.346 10.516 14.335 -0.08
O 13.883 10.531 12.774 -0.08
H 13.850 9.216 14.439 0.11
H 14.137 8.421 12.811 0.14
H 16.272 9.432 12.604 0.12
H 16.276 8.460 14.088 0.13
H 15.921 11.296 13.941 0.06
H 12.970 10.369 12.603 0.06
C 15.644 26.650 12.046 -0.28
C 14.912 25.386 11.541 -0.28
O 13.871 25.093 12.392 -0.08
O 16.045 26.526 13.364 -0.09
H 14.933 27.525 11.903 0.14
H 16.563 26.871 11.428 0.12
H 15.543 24.541 11.438 0.09
H 14.455 25.617 10.582 0.12
H 14.042 25.378 13.317 0.10
H 16.745 25.830 13.448 0.09
C 14.674 20.002 12.234 -0.20
C 13.912 18.712 12.305 -0.27
O 14.188 18.002 11.145 -0.07
O 14.501 20.837 13.439 -0.10
H 14.390 20.674 11.404 0.14
H 15.749 19.733 12.133 0.09
H 12.820 18.922 12.545 0.12
H 14.212 18.065 13.199 0.13
H 13.857 17.096 11.175 0.07
H 15.380 20.850 13.858 0.04
C 8.286 17.320 18.908 -0.28
C 9.242 17.884 19.856 -0.25
O 9.576 19.278 19.652 -0.05
O 8.729 17.051 17.591 -0.09
H 7.392 18.007 18.772 0.14
H 7.852 16.356 19.369 0.14
H 10.076 17.131 19.849 0.12
H 8.804 17.827 20.838 0.12
H 10.272 19.296 18.989 0.06
H 9.580 16.575 17.651 0.06
C 7.990 20.859 17.025 -0.27
C 8.308 20.809 15.527 -0.18
O 9.563 20.085 15.279 -0.11
O 6.798 21.480 17.315 -0.05
H 8.830 21.435 17.602 0.16
H 8.025 19.788 17.283 0.10
H 8.521 21.765 15.106 0.10
H 7.576 20.320 14.902 0.12
H 9.956 20.412 14.480 0.03
H 6.005 21.085 16.909 0.11
C 17.006 18.954 14.351 -0.22
C 16.162 18.374 15.528 -0.15
O 16.325 16.929 15.425 -0.12
O 17.002 20.330 14.221 -0.11
H 16.707 18.593 13.308 0.13
H 18.036 18.676 14.493 0.10
H 15.134 18.613 15.558 0.08
H 16.581 18.716 16.462 0.09
H 15.640 16.476 14.824 0.07
H 17.610 20.692 14.876 0.06
C 18.682 14.772 15.482 -0.26
C 18.021 13.423 15.423 -0.19
O 18.517 12.619 14.318 -0.10
O 18.411 15.504 16.638 -0.11
H 18.315 15.395 14.608 0.13
H 19.763 14.660 15.278 0.12
H 16.949 13.464 15.345 0.10
H 18.078 12.801 16.329 0.13
H 18.202 11.742 14.547 0.07
H 17.755 16.193 16.425 0.04
C 19.767 19.178 12.013 -0.62
O 18.883 20.047 11.823 -0.07
N 20.089 18.341 11.038 0.20
N 20.373 19.166 13.231 0.20
H 19.556 18.321 10.178 0.05
H 20.616 17.500 11.352 0.09
H 20.355 19.957 13.801 0.07
H 21.049 18.506 13.587 0.10
C 20.410 14.773 12.320 -0.67
O 21.196 15.724 12.178 -0.01
N 19.122 14.972 11.968 0.17
N 20.681 13.551 12.807 0.19
H 18.904 15.623 11.234 0.09
H 18.524 14.153 11.784 0.10
H 19.952 13.124 13.308 0.03
H 21.587 13.523 13.208 0.10
C 16.442 16.943 19.042 -0.57
O 15.411 17.668 19.244 -0.04
N 16.423 15.626 19.293 0.20
N 17.592 17.515 18.478 0.15
H 17.160 15.066 18.953 0.08
H 15.516 15.212 19.284 0.09
H 17.730 18.509 18.548 0.05
H 18.559 17.045 18.556 0.14
C 21.812 18.142 16.553 -0.71
O 22.187 19.287 16.479 0.02
N 20.509 17.917 16.713 0.17
N 22.619 17.022 16.502 0.16
H 19.884 18.733 16.644 0.09
H 20.147 16.962 16.630 0.08
H 22.314 16.112 16.758 0.08
H 23.613 17.004 16.271 0.11
C 19.308 21.728 17.002 -0.60
O 18.922 20.658 16.441 -0.04
N 18.405 22.797 17.273 0.14
N 20.602 21.982 17.244 0.17
H 17.398 22.485 17.337 0.12
H 18.728 23.459 17.982 0.10
H 20.939 22.911 17.058 0.09
H 21.242 21.238 16.863 0.11
C 17.377 17.721 9.260 -0.66
O 18.525 17.721 8.866 0.02
N 16.794 18.742 9.961 0.19
N 16.483 16.689 9.051 0.13
H 15.847 18.648 10.285 0.05
H 17.381 19.434 10.360 0.06
H 16.736 16.030 8.332 0.09
H 15.473 17.004 8.947 0.13
C 10.151 16.850 13.846 -0.56
O 10.348 16.015 12.946 0.00
N 8.894 17.163 14.426 0.17
N 11.208 17.594 14.375 0.17
H 8.862 17.477 15.390 0.06
H 8.290 16.404 14.312 0.07
H 10.841 18.471 14.823 0.08
H 12.041 17.703 13.780 0.08
C 18.686 23.519 12.156 -0.65
O 18.141 24.605 12.248 0.01
N 18.344 22.439 12.989 0.15
N 19.689 23.166 11.280 0.16
H 17.522 22.571 13.525 0.08
H 18.302 21.605 12.408 0.03
H 19.994 22.181 11.265 0.10
H 19.946 23.778 10.469 0.14
C 11.536 15.261 10.101 -0.16
O 12.392 15.560 11.180 -0.18
H 11.642 14.245 9.829 0.05
H 10.443 15.378 10.336 0.09
H 11.729 15.882 9.230 0.07
H 11.851 15.806 12.004 0.06
C 10.955 22.623 12.895 -0.11
O 11.561 21.387 13.331 -0.16
H 11.622 23.435 13.199 0.08
H 10.755 22.640 11.816 0.08
H 9.992 22.741 13.390 0.06
H 12.531 21.521 13.385 0.05
C 20.852 25.257 13.861 -0.15
O 21.180 24.058 14.586 -0.19
H 19.957 25.245 13.186 0.05
H 20.571 26.008 14.640 0.09
H 21.710 25.522 13.245 0.07
H 20.893 23.159 14.166 0.11
C 17.443 20.483 19.796 -0.17
O 16.708 20.247 18.647 -0.13
H 17.555 19.520 20.417 0.12
H 18.384 20.871 19.516 0.06
H 17.126 21.220 20.467 0.06
H 16.056 19.563 18.769 0.03
C 15.131 13.174 11.333 -0.08
O 15.785 13.099 12.622 -0.14
H 14.081 13.241 11.556 0.07
H 15.538 14.067 10.811 0.08
H 15.438 12.332 10.735 0.07
H 16.705 13.249 12.613 0.03
C 12.524 15.631 18.827 -0.15
O 11.470 16.210 18.078 -0.16
H 11.961 14.990 19.584 0.11
H 13.228 14.950 18.302 0.07
H 13.082 16.338 19.436 0.07
H 11.826 17.023 17.668 0.06
C 13.283 19.503 17.522 -0.16
O 12.104 18.909 17.064 -0.14
H 13.817 20.157 16.780 0.10
H 13.189 20.110 18.465 0.10
H 13.981 18.680 17.772 0.05
H 11.687 19.594 16.514 0.07
```

**Charge**: 0
**Frontier orbital gap**: 9.5757 eV

***

Record 3
The molecule C4H6ClNS at a distorted geometry. Source: the OMol25 dataset; level of theory: ωB97M-V/def2-TZVPD.

The geometry in XYZ format:
```
13
Properties=species:S:1:pos:R:3:lowdin_charge:R:1
C 0.326 -0.628 2.146 -0.48
C 0.114 -0.386 -0.156 -0.24
C -2.003 -0.703 1.229 -1.02
C 0.831 0.418 -1.118 -0.06
N 0.699 -0.618 0.929 0.00
S -1.256 -0.240 2.730 0.87
Cl -2.119 -2.414 1.068 0.55
H 0.970 -1.098 2.826 0.06
H -0.993 -0.593 -0.133 0.04
H -2.920 -0.162 1.078 0.00
H 0.577 1.480 -0.775 0.12
H 0.441 0.317 -2.152 0.08
H 1.909 0.278 -1.075 0.09
```

**Charge**: 0
**Relative energy (zero: lowest compared OMol25 entry of this formula, charge and spin)**: 78.8 kcal/mol
**Frontier orbital gap (spin up / spin down)**: 7.2750 / 7.2728 eV

***

Record 4
A 2-piece molecular cluster, C5H13NO2S overall at a distorted geometry. Source: the OMol25 dataset; level of theory: ωB97M-V/def2-TZVPD.

The geometry in XYZ format:
```
22
Properties=species:S:1:pos:R:3:lowdin_charge:R:1
C -0.961 2.487 0.107 -0.45
S 0.144 2.211 -1.338 0.76
C 1.568 1.006 -1.099 -0.43
C 1.052 -0.450 -1.486 -0.22
C 0.052 -0.908 -0.473 -0.43
N 0.549 -1.079 0.863 0.01
C -0.921 -2.088 -0.690 -0.23
O -1.984 -1.954 -1.195 0.08
H -1.512 3.523 -0.117 0.07
H -0.397 2.447 1.075 0.03
H -1.886 1.767 0.074 0.06
H 2.333 1.404 -1.766 0.06
H 1.880 1.128 -0.122 0.02
H 0.716 -0.436 -2.586 0.13
H 1.997 -1.090 -1.660 0.13
H -0.628 -0.021 -0.309 0.10
H 0.233 -0.258 1.440 0.08
H 1.638 -1.056 0.800 0.13
H -0.611 -3.089 -0.300 0.13
O -1.567 -1.104 2.876 -0.15
H -0.909 -1.871 2.621 0.07
H -0.788 -0.569 3.286 0.06
```

**Charge**: 0
**Relative energy (zero: lowest compared OMol25 entry of this formula, charge and spin)**: 63.3 kcal/mol
**Frontier orbital gap**: 9.1692 eV
**SMILES**: CSCC[C@H](N)C=O.O

***

Record 5
A 5-piece molecular cluster, C27H20F41O7P overall at a distorted geometry. Source: the OMol25 dataset; level of theory: ωB97M-V/def2-TZVPD.

The geometry in XYZ format:
```
96
Properties=species:S:1:pos:R:3:lowdin_charge:R:1
O 9.667 -0.927 4.851 0.04
C 10.043 -1.685 3.990 -0.28
C 9.697 -3.163 3.974 -0.24
P 8.295 -3.608 5.019 1.24
C 8.615 -5.296 5.970 -0.82
O 9.472 -5.954 5.441 0.03
O 7.871 -5.312 6.917 0.02
C 6.771 -3.825 3.927 -0.50
F 7.245 -3.841 2.649 0.08
F 6.222 -5.018 4.174 0.13
C 5.662 -2.728 3.966 -0.38
F 6.032 -1.734 3.145 0.15
F 4.524 -3.274 3.487 0.16
C 5.370 -2.116 5.364 -0.36
F 6.276 -1.140 5.596 0.14
F 5.481 -3.067 6.307 0.17
C 3.970 -1.452 5.465 -0.54
F 3.877 -0.842 6.648 0.19
F 2.979 -2.336 5.374 0.19
F 3.845 -0.535 4.500 0.18
H 10.688 -1.338 3.164 0.13
H 10.535 -3.721 4.416 0.11
H 9.579 -3.547 2.960 0.10
H 8.108 -2.619 5.975 0.06
C 0.030 -2.270 2.595 -0.04
C 0.778 -1.045 2.052 -0.44
C 1.017 0.125 3.008 -0.30
F -0.139 0.674 3.422 0.11
F 1.725 1.077 2.348 0.09
F 0.196 -0.603 0.920 0.14
F 2.035 -1.485 1.729 0.09
O -1.343 -2.372 2.295 0.06
C -2.308 -1.817 3.087 -0.54
C -3.123 -0.762 2.330 -0.29
F -2.318 0.225 1.890 0.10
F -4.031 -0.228 3.177 0.10
F -1.804 -1.322 4.232 0.15
F -3.174 -2.801 3.419 0.15
H 0.481 -3.113 2.074 0.15
H 0.229 -2.413 3.659 0.15
H 1.596 -0.201 3.873 0.15
H -3.635 -1.217 1.481 0.16
C -6.047 1.260 -1.939 -0.04
C -4.906 0.532 -1.219 -0.44
C -4.113 -0.514 -2.007 -0.30
F -4.910 -1.529 -2.394 0.10
F -3.152 -1.016 -1.196 0.10
F -5.352 -0.019 -0.069 0.13
F -3.995 1.493 -0.895 0.11
O -7.359 0.786 -1.708 0.06
C -7.927 -0.205 -2.447 -0.54
C -8.312 -1.420 -1.593 -0.28
F -7.221 -1.928 -0.991 0.10
F -8.838 -2.363 -2.404 0.11
F -7.167 -0.559 -3.501 0.15
F -9.088 0.291 -2.953 0.13
H -6.049 2.260 -1.510 0.15
H -5.835 1.375 -3.003 0.14
H -3.640 -0.064 -2.883 0.18
H -9.046 -1.128 -0.840 0.18
C 4.628 1.966 0.897 -0.04
C 4.602 3.037 -0.200 -0.44
C 5.088 2.638 -1.596 -0.31
F 6.387 2.277 -1.567 0.10
F 4.962 3.703 -2.418 0.10
F 5.255 4.143 0.213 0.14
F 3.288 3.367 -0.368 0.11
O 5.722 1.989 1.794 0.06
C 6.890 1.336 1.550 -0.55
C 8.086 2.294 1.487 -0.28
F 7.916 3.196 0.505 0.11
F 9.199 1.570 1.220 0.09
F 6.828 0.554 0.457 0.15
F 7.121 0.518 2.608 0.12
H 3.767 2.194 1.523 0.13
H 4.460 0.970 0.484 0.15
H 4.488 1.814 -1.990 0.17
H 8.203 2.808 2.443 0.18
C -7.232 2.702 -8.292 -0.04
C -8.524 2.399 -9.061 -0.44
C -9.558 3.522 -9.189 -0.31
F -10.017 3.891 -7.978 0.10
F -10.598 3.066 -9.920 0.10
F -9.110 1.290 -8.569 0.14
F -8.136 2.132 -10.344 0.10
O -7.162 2.267 -6.950 0.06
C -7.597 3.032 -5.910 -0.54
C -8.727 2.347 -5.133 -0.29
F -9.780 2.115 -5.939 0.11
F -9.122 3.164 -4.132 0.11
F -7.930 4.276 -6.290 0.16
F -6.562 3.144 -5.032 0.13
H -6.470 2.114 -8.801 0.15
H -6.946 3.749 -8.396 0.15
H -9.123 4.388 -9.695 0.17
H -8.370 1.405 -4.727 0.14
```

**Charge**: 0
**Frontier orbital gap**: 9.8673 eV

***

Record 6
An isolated ion of composition C5H10FN2 and charge +1 at a distorted geometry. Source: the OMol25 dataset; level of theory: ωB97M-V/def2-TZVPD.

The geometry in XYZ format:
```
18
Properties=species:S:1:pos:R:3:lowdin_charge:R:1
C 0.617 -1.350 0.602 0.02
C -1.619 0.199 2.326 -0.06
C -1.691 1.021 1.147 -0.22
C -0.913 0.540 -0.066 -0.18
C 0.548 0.084 0.131 -0.38
N 1.310 0.280 -1.060 0.02
N 1.187 -2.095 -0.245 0.23
F -2.457 0.405 3.252 0.12
H 0.469 -1.640 1.627 0.14
H -2.782 1.506 0.873 0.20
H -1.072 1.869 1.293 0.11
H -1.528 -0.224 -0.570 0.13
H -0.932 1.470 -0.636 0.12
H 0.859 0.780 0.961 0.17
H 2.201 0.799 -0.903 0.13
H 0.747 0.807 -1.807 0.15
H 1.429 -1.585 -1.176 0.17
H 1.034 -3.035 -0.225 0.11
```

**Charge**: +1
**Relative energy (zero: lowest compared OMol25 entry of this formula, charge and spin)**: 108.7 kcal/mol
**Frontier orbital gap**: 7.8244 eV

***

Record 7
A 7-piece molecular cluster, C4H22NO8 overall at a distorted geometry. Source: the OMol25 dataset; level of theory: ωB97M-V/def2-TZVPD.

The geometry in XYZ format:
```
35
Properties=species:S:1:pos:R:3:lowdin_charge:R:1
O 1.547 -1.914 -4.050 0.12
C 0.531 -1.474 -3.604 -0.21
C 0.359 -0.768 -2.295 -0.20
C -0.414 -1.725 -1.336 -0.34
C -1.270 -0.935 -0.336 -0.02
O 0.630 -2.431 -0.685 -0.02
N 1.655 -0.419 -1.657 0.23
H -0.423 -1.624 -4.149 0.15
H -0.201 0.146 -2.338 0.15
H -1.080 -2.390 -1.888 0.15
H -0.709 -0.740 0.566 0.06
H -1.748 -0.134 -0.849 0.07
H -2.129 -1.514 -0.038 0.09
H 0.289 -3.179 -0.188 0.11
H 2.108 0.290 -2.222 0.17
H 2.174 -1.276 -1.499 0.16
H 1.385 0.024 -0.756 0.13
H -2.759 -0.557 3.667 0.03
H -1.971 0.620 2.912 0.01
O -2.731 0.034 2.914 -0.06
H 2.711 1.419 0.875 0.03
H 1.595 2.245 0.082 0.03
O 2.232 1.525 0.037 -0.06
H -0.430 2.876 1.972 0.05
H -1.136 2.425 0.717 0.02
O -0.316 2.290 1.214 -0.05
H 0.468 -2.150 2.976 0.05
H -0.656 -3.046 2.677 0.06
O -0.295 -2.199 2.381 -0.05
H -2.009 3.447 -1.871 0.05
H -3.193 2.524 -1.310 0.05
O -2.269 2.770 -1.246 -0.04
H 2.743 1.413 3.682 0.06
H 2.474 2.657 2.855 0.06
O 2.838 1.767 2.791 -0.04
```

**Charge**: +1
**Relative energy (zero: lowest compared OMol25 entry of this formula, charge and spin)**: 12.4 kcal/mol
**Frontier orbital gap**: 11.0508 eV

***

Record 8
C4H7N2O2 as an isolated structure at a distorted geometry. Source: the OMol25 dataset; level of theory: ωB97M-V/def2-TZVPD.

The geometry in XYZ format:
```
15
Properties=species:S:1:pos:R:3:lowdin_charge:R:1
C -0.351 -0.181 0.230 0.04
C 0.914 -0.614 0.161 -0.29
C -1.952 0.408 1.132 -0.40
C 0.961 -0.405 -1.343 -0.01
N -1.789 0.251 2.416 0.20
N -0.452 0.084 -1.235 0.09
O -2.760 0.812 0.378 0.14
O 1.794 -1.056 1.032 0.14
H 1.644 0.367 -1.700 0.15
H 1.056 -1.299 -1.961 0.15
H -0.942 -0.138 2.799 0.13
H -2.546 0.478 3.048 0.15
H -1.167 -0.468 -1.722 0.19
H -0.612 1.068 -1.477 0.19
H 2.628 -1.318 0.623 0.15
```

**Charge**: +1
**Relative energy (zero: lowest compared OMol25 entry of this formula, charge and spin)**: 43.3 kcal/mol
**Frontier orbital gap**: 10.8963 eV